# 1
A structure of composition C29H48GeMnN5O3PSeSiTe. Source: OMol25; level of theory: ωB97M-V with the def2-TZVPD basis set.

Cartesian coordinates (Å):
H 4.212 -3.210 0.123
H 1.813 -4.989 2.444
C 3.995 3.782 0.255
H 3.542 -1.601 0.430
O 1.646 -0.335 -1.047
C 0.019 0.251 3.693
H -1.769 -5.936 -2.737
C -1.820 -5.085 0.436
Mn 0.382 -0.097 0.524
H -2.470 -5.230 1.299
H 1.935 -2.290 -6.444
H -4.456 3.246 -0.395
C 1.698 -4.977 1.365
C 4.532 -0.493 -2.262
C 0.233 -0.408 4.883
H 0.824 -2.282 5.758
H 2.532 -5.553 0.957
H 0.606 -2.418 -5.281
H 3.821 -2.720 1.771
H 1.134 -3.422 3.609
C 2.186 2.274 0.614
H -0.320 2.158 4.614
C 0.642 -1.748 4.833
N 0.836 1.831 0.417
C 2.690 3.403 -0.013
C -2.404 -0.234 -2.738
H 4.024 -1.403 -1.934
Ge -2.860 -4.374 -1.057
H -1.703 0.316 -3.360
C -2.735 0.597 0.813
H -2.081 3.979 -0.820
H -4.775 -6.066 -0.963
P 2.010 0.237 -2.400
H 2.542 0.628 1.947
C -2.146 -4.915 -2.790
C 4.256 1.917 1.758
H 6.389 -0.790 -1.240
H 1.418 -2.759 -1.899
C -4.714 -4.980 -0.892
H -4.819 1.059 0.767
C -2.871 -2.414 -0.858
H -2.856 -0.354 1.311
H 2.188 -3.097 -4.890
O 3.577 0.572 -2.433
H 1.508 -0.117 -5.177
C 0.564 -1.687 2.436
H 2.054 -4.391 -1.625
N 0.025 2.696 0.000
H 0.094 0.105 5.822
H -5.332 -4.552 -1.681
H 3.153 -0.738 -4.952
H 5.990 0.910 -1.539
H -1.364 -6.042 0.187
H 4.976 -0.684 -3.243
H 4.408 4.650 -0.241
H 0.349 -4.059 -1.351
C -0.410 1.687 3.637
H 2.075 3.947 -0.717
C 3.499 -2.648 0.729
C 4.771 3.050 1.145
C -3.826 1.395 0.507
H -1.036 -4.383 0.719
H 0.784 -5.517 1.120
H 5.788 3.359 1.350
C -3.621 2.615 -0.128
C -2.323 3.025 -0.378
H -2.881 -2.196 0.208
H 5.154 0.016 -0.265
Se -1.360 -1.492 -1.692
N 0.173 -0.382 2.522
H -5.129 -4.681 0.071
H -3.113 -0.781 -3.357
C 5.578 -0.061 -1.264
C 0.818 -2.396 3.640
H -2.927 -4.878 -3.548
C 2.093 -0.950 -4.776
H -3.777 -1.996 -1.298
N -1.487 0.951 0.522
H 4.863 1.342 2.444
C -1.299 2.170 -0.009
O 1.862 -1.036 -3.369
H 0.198 2.242 2.923
Si 1.745 -3.285 0.527
H -2.930 0.462 -2.086
C 1.680 -2.269 -5.384
H -1.335 -4.258 -3.097
C 2.961 1.515 1.478
N 0.663 -2.067 1.153
H -1.449 1.764 3.312
Te 0.831 2.105 -3.205
C 1.352 -3.639 -1.257

Computed properties:
Expectation value of S² = 0.82
Kohn-Sham gap (alpha / beta) = 5.9 / 5.9 eV
Relative energy (zero: lowest compared OMol25 entry of this formula, charge and spin) = 47.2 kJ/mol
2S+1 = 2
HOMO energy (alpha / beta) = -0.2569 / -0.2567 Eh

---

# 2
A structure of composition C29H48N5O3PRuSSi at a distorted geometry. Source: OMol25; level of theory: ωB97M-V with the def2-TZVPD basis set.

Cartesian coordinates (Å):
H -3.279 2.761 2.537
C 3.132 -4.367 1.361
H -3.524 0.339 0.330
H -5.025 -1.570 -0.246
H 3.276 -6.484 1.105
H -0.602 -6.591 -1.010
C -1.595 -2.341 -2.475
H 2.300 4.282 0.433
O 1.403 -6.865 -0.559
H -3.250 4.262 -1.972
H 0.044 5.138 1.010
C -0.662 4.689 1.704
C 3.037 3.795 -0.210
H -1.126 -3.317 -2.374
C 2.483 -3.174 1.007
H 2.359 0.300 -2.268
H 4.191 3.407 -2.549
N 2.402 3.382 -1.457
H 3.843 4.499 -0.421
C -3.452 -0.594 0.893
H 0.597 2.984 -0.544
C -2.869 6.038 0.015
C 4.546 1.966 -0.386
H 4.862 -2.057 1.856
H -1.937 -2.018 3.275
C 2.498 1.709 0.773
H 4.953 1.091 0.127
H -3.927 4.363 2.864
H 2.886 2.421 -3.238
H -2.257 6.219 -0.866
H -2.980 2.579 -3.767
C 0.307 -7.022 -1.440
P -1.997 -1.511 0.219
H -3.237 -3.010 -1.216
N -1.373 1.003 -1.303
O 0.971 -2.159 -0.552
C -1.557 1.896 -0.321
N 3.565 2.622 0.467
H -2.065 -2.301 -3.456
H 2.909 0.838 1.287
H -0.845 -3.392 3.208
C 1.328 2.463 -1.168
C -1.804 -2.966 1.322
H 5.358 2.660 -0.607
C 1.743 -5.650 -0.147
H -1.141 -3.683 0.828
H 3.240 -0.255 -0.815
N 1.805 1.246 -0.464
H -0.248 3.757 2.077
N 3.905 1.546 -1.627
H -3.337 -1.319 -1.734
H -2.779 -3.440 1.468
S -0.903 1.368 1.214
H -0.812 -1.575 -2.420
C -1.201 -2.527 2.655
H -3.236 -0.336 1.934
H 4.113 -0.726 2.787
H 1.766 2.193 1.429
O 1.929 -0.972 1.652
H -4.569 3.417 1.535
Si -2.371 4.429 0.896
C 4.007 -1.759 2.462
C -2.567 2.410 -2.786
C -4.775 -1.343 0.787
C 3.378 2.720 -2.311
H 3.911 -4.348 2.108
C -2.721 3.343 -1.773
C 2.833 0.621 -1.333
C 1.158 -4.473 -0.593
C -2.650 -2.104 -1.399
C -1.858 1.252 -2.511
C 2.780 -5.573 0.816
H 0.178 -8.094 -1.564
C -2.200 3.121 -0.502
H -2.732 6.883 0.685
C 2.728 -1.919 1.685
C -3.658 3.669 2.074
H -3.915 6.030 -0.281
H -0.363 -1.835 2.489
C 1.503 -3.217 -0.051
H 0.503 -6.571 -2.414
H 0.862 2.156 -2.111
H -1.679 0.505 -3.269
H 0.445 -4.470 -1.404
Ru 0.134 -0.433 0.092
H -0.755 5.357 2.554
H -4.767 -2.266 1.359
H -5.563 -0.710 1.186
H 3.993 -2.391 3.349

Computed properties:
Expectation value of S² = 6.04
Kohn-Sham gap (alpha / beta) = 6.8 / 4.3 eV
Relative energy (zero: lowest compared OMol25 entry of this formula, charge and spin) = 118.2 kJ/mol
2S+1 = 5
HOMO energy (alpha / beta) = -0.4951 / -0.4906 Eh
Total charge = +2

---

# 3
A cluster of 8 separate species, C29H48O24 in total at a distorted geometry. Source: OMol25; level of theory: ωB97M-V with the def2-TZVPD basis set.

Cartesian coordinates (Å):
O -0.573 2.279 1.396
O 0.983 -3.397 -4.111
C -4.190 -0.614 0.507
O 3.541 3.483 3.667
H 3.510 -0.330 7.489
O -0.689 1.921 -0.783
C -0.067 1.844 0.356
H -2.240 -0.137 -2.868
H -5.111 -1.039 0.829
C -3.266 0.426 -5.802
C 3.088 -0.213 6.523
H -0.226 0.489 -2.393
H 0.238 2.222 -2.638
H 2.665 0.277 -2.667
C 3.678 1.869 1.936
C 3.899 0.409 2.175
C -3.699 -0.085 -4.465
O -4.978 0.386 -4.127
O -0.153 1.049 5.975
O -4.799 2.846 2.300
C -3.434 3.088 0.437
H -4.063 0.129 -6.425
O 1.134 1.451 0.266
C 2.451 0.225 -1.571
H -3.019 2.276 -0.101
H -2.166 0.853 5.431
H 1.150 -1.728 1.859
H 1.850 -4.720 -1.919
C 0.364 -1.745 1.065
O 4.381 -4.320 1.404
H -2.786 4.269 -1.172
H -2.696 3.313 2.621
C 0.333 -1.074 -4.765
H 4.632 0.042 1.473
C 4.707 3.601 3.016
C 4.878 -3.276 2.281
O 1.165 -0.458 4.590
H 1.897 2.858 2.735
C -3.399 2.794 1.952
H 3.399 -5.503 -2.466
O -6.132 1.067 -2.225
C -2.755 4.304 -0.115
C 0.915 0.206 5.745
O -4.761 3.207 0.158
H 4.067 -2.664 2.709
H 0.422 -1.880 -2.871
H -0.061 -1.199 -5.778
H 3.277 2.146 0.908
O 4.874 2.691 2.084
C 2.991 -4.699 -1.912
H 3.322 0.311 -0.897
H 3.726 0.528 6.154
C -5.525 3.114 1.199
H -2.343 1.417 -3.710
C 0.106 1.433 -1.913
H -3.121 1.688 2.136
C -5.095 0.758 -2.818
O -6.741 2.939 1.101
H 5.656 -2.596 1.835
H 0.024 -2.783 1.017
H 2.570 1.745 3.934
H -4.460 0.460 0.395
O 5.449 4.483 3.291
H 3.053 -0.314 2.044
O 1.804 0.379 6.654
O -1.725 -1.308 -0.751
O -3.059 -0.903 1.253
H -3.564 -1.185 -4.357
C -1.229 1.051 5.013
C 0.377 -4.512 -4.278
O -0.919 -4.369 -3.983
C 0.129 -2.299 -3.852
O 3.399 -2.616 0.025
H 3.322 -3.731 -2.262
O -3.861 0.795 -2.333
H -0.114 -0.138 -4.461
H -4.151 -0.902 -0.577
C 2.796 2.461 3.134
H -1.301 2.022 4.591
H 3.217 -1.164 6.053
H 5.272 -3.703 3.197
H 0.810 -1.425 0.132
H 1.964 2.428 -1.283
H -3.252 5.195 0.271
H -1.697 4.422 0.247
C -1.288 -2.959 -3.716
O -0.811 -0.983 1.561
H 4.282 0.283 3.183
H -3.396 1.428 -5.997
C 1.451 1.380 -1.160
H -1.795 -2.867 -2.770
H -2.263 0.089 -6.133
H -1.100 0.346 4.216
H -1.995 -2.716 -4.445
C -2.891 0.538 -3.351
O 0.836 -5.622 -4.680
O 3.506 -4.946 -0.541
H 1.336 -0.743 -4.843
C -1.892 -1.076 0.698
C 3.821 -3.976 0.292
H 2.131 -0.796 -1.229

Computed properties:
Kohn-Sham gap = 10.1 eV
Relative energy (zero: lowest compared OMol25 entry of this formula, charge and spin) = 742.4 kJ/mol
2S+1 = 1
HOMO energy = -0.3783 Eh
SMILES string = C[C@H]1COC(=O)O1.C[C@H]1COC(=O)O1.C[C@H]1COC(=O)O1.C[C@H]1COC(=O)O1.C[C@H]1COC(=O)O1.COC(=O)OC.COC(=O)OC.COC(=O)OC

---

# 4
A structure of composition C29H49As3Cl2CrN2O4PS3 at a distorted geometry. Source: OMol25; level of theory: ωB97M-V with the def2-TZVPD basis set.

Cartesian coordinates (Å):
H 3.406 -3.894 -5.150
C -1.577 4.738 4.711
H 1.369 3.816 2.114
H -3.349 -0.605 -4.572
C -1.827 2.276 -3.646
H -1.929 5.133 1.859
H -2.438 -7.241 1.193
H 0.714 1.597 4.949
C -1.998 -1.753 -2.582
Cl -0.246 2.921 -1.583
H 1.661 -3.653 -5.017
H 4.868 -3.554 -3.005
H -1.273 4.342 5.678
H -0.376 5.457 1.087
H -2.882 -6.675 2.804
H 3.253 -0.546 0.788
H -2.808 2.136 -0.164
C 3.229 2.636 -2.878
As 0.900 -0.654 1.711
N -1.260 -5.042 0.963
C -0.963 2.267 1.996
H 3.321 -0.936 2.532
H -1.582 3.102 2.325
H -2.968 0.633 4.337
C -1.497 0.568 -1.924
H 1.858 -3.177 -2.618
H -0.515 -1.809 3.567
C 3.955 -3.592 -2.416
O 2.993 -1.769 -3.626
H -2.573 -2.432 -3.224
H 2.865 -2.187 1.336
N -1.474 -2.679 0.770
C -2.178 -0.355 -2.784
H 2.870 3.198 -3.738
C 4.791 1.199 -4.266
H 4.091 3.146 -2.457
O 2.485 0.635 -3.969
C 2.762 -3.132 -3.242
C 0.919 3.530 3.072
H 5.659 1.661 -3.807
H -4.066 -6.575 1.498
C 0.553 -1.699 3.357
C 3.614 1.228 -3.306
S 0.801 -3.614 0.101
Cr -0.197 -1.444 -0.282
H -3.266 -1.827 1.325
H -1.605 3.257 -4.035
H -4.309 0.628 3.192
C -3.385 1.580 0.569
C -3.285 -3.976 1.566
C 2.793 -1.127 1.590
H -3.464 2.132 3.534
H -4.290 -4.024 1.950
C -3.009 -6.492 1.736
H 2.151 1.123 2.999
C -2.502 -5.129 1.405
H 3.840 0.627 -2.418
H 1.059 -1.257 4.221
H 2.438 2.597 -2.132
H 4.551 1.743 -5.175
H -4.050 2.271 1.087
H -1.224 6.739 1.942
H -0.541 0.600 4.167
H -0.918 2.237 4.750
H -2.232 4.023 4.220
As -0.003 5.239 3.618
P 1.809 -0.695 -3.454
H -2.146 5.651 4.890
H 2.424 -5.019 -4.196
C -2.720 -2.763 1.223
As -2.136 0.686 1.824
H 5.027 0.170 -4.528
C -0.155 1.615 4.291
C 2.550 -3.979 -4.485
H 4.073 -2.948 -1.548
C -2.812 0.099 -3.954
C 1.298 1.215 2.307
S 0.251 -1.084 -4.587
Cl -3.349 1.950 -5.834
H 1.747 3.425 3.785
C -0.992 5.674 1.958
C -1.292 1.868 -2.452
H 1.683 1.651 1.372
H 3.788 -4.612 -2.081
O -1.180 -2.266 -1.796
H -3.994 0.847 0.038
O -1.090 0.265 -0.744
C -2.643 1.396 -4.365
H 0.980 -2.691 3.171
C 0.244 2.155 2.919
C -3.329 1.060 3.405
S 1.633 -0.473 -1.420
H -0.602 2.493 0.990
C -0.780 -3.847 0.667

Computed properties:
Expectation value of S² = 3.80
Kohn-Sham gap (alpha / beta) = 7.2 / 6.9 eV
Relative energy (zero: lowest compared OMol25 entry of this formula, charge and spin) = 91.6 kJ/mol
2S+1 = 4
HOMO energy (alpha / beta) = -0.2818 / -0.2813 Eh

---

# 5
A cluster of 2 separate species, C29H49BrClN2O6PS2 in total at a distorted geometry. Source: OMol25; level of theory: ωB97M-V with the def2-TZVPD basis set.

Cartesian coordinates (Å):
C 6.456 4.037 -1.837
H 2.876 0.975 1.365
H 6.766 4.322 -2.837
H 4.813 2.917 -2.570
H -4.424 2.040 -1.620
C -5.197 -0.433 -0.265
H -6.045 2.684 4.962
H 0.050 -5.150 -4.694
S -1.970 0.787 -0.421
C 5.604 3.259 0.662
C 2.661 -3.538 0.841
C -5.985 0.762 0.312
H -7.870 4.735 3.197
O 2.153 -2.602 -4.004
H 5.288 2.958 1.659
H 1.526 -5.133 1.740
S -2.371 -1.500 -2.225
H -5.950 -1.188 -0.538
C 1.392 -4.432 0.910
H 3.265 -0.521 3.000
H -4.684 1.108 -3.173
H -1.413 -1.300 0.596
H -1.963 -0.110 1.799
Br -0.660 -4.986 -1.051
P 2.346 -1.697 0.904
H -0.396 -3.672 -3.721
C 3.437 -0.559 -0.073
C -3.052 -0.272 -1.407
H 1.190 -6.358 -0.099
O 1.826 -2.570 -1.706
H -6.736 4.251 5.443
C -4.926 3.705 2.725
C 0.848 -1.155 1.900
H -6.726 2.164 -2.474
N -4.462 -0.127 -1.513
H 1.949 -0.919 -2.957
C 0.134 0.104 1.310
C 7.131 4.450 -0.710
C -4.875 1.156 -2.095
H 3.262 -3.796 1.717
C 5.345 3.244 -1.677
H -5.266 1.482 0.733
C 1.719 -3.942 -4.164
H -4.566 -0.908 0.492
H 4.433 -0.976 -0.263
H 3.041 -0.324 -1.062
C 1.159 -5.301 -0.359
C 6.721 4.054 0.534
H 7.998 5.099 -0.803
H 3.285 -3.820 -0.013
H 1.858 -5.053 -1.153
H 2.001 -4.571 -3.311
H 0.456 -1.837 -3.078
C 3.411 -1.497 2.524
C -6.403 1.245 -1.970
H 3.380 1.703 -1.401
H 0.668 0.578 0.483
C 4.883 2.853 -0.437
H -6.713 5.379 2.016
H 0.213 -2.300 -0.420
C 4.898 -1.671 2.352
H 0.939 -0.855 -1.061
H 0.099 -1.952 1.959
H -4.984 4.097 1.695
H 2.809 2.686 -0.060
H 4.605 0.838 1.188
O -4.074 2.903 3.052
C 1.547 -1.946 -2.946
O 5.468 -2.406 1.597
H 1.097 -0.926 2.939
H 0.463 -3.892 1.095
C 3.619 2.014 -0.380
C -1.319 -0.261 0.928
H -6.601 0.377 1.133
C -5.915 3.766 4.921
H 0.043 0.872 2.087
H -6.790 6.077 3.646
H 2.262 -4.347 -5.026
C -6.869 5.153 3.069
O 0.007 -3.309 -5.699
H -0.931 -3.092 -5.693
H -6.908 0.397 -2.451
C 3.670 0.834 0.620
H 7.270 4.389 1.408
C 0.234 -4.082 -4.516
C 1.190 -1.841 -0.640
H -4.972 4.017 5.408
Cl 5.929 -0.648 3.479
O -6.869 1.340 -0.626
H 3.070 -2.235 3.262
N -5.880 4.201 3.535

Computed properties:
Kohn-Sham gap = 7.5 eV
2S+1 = 1
HOMO energy = -0.3012 Eh
SMILES string = O=C(Cl)CP(CCCBr)(CCCSC(=S)N1CCOCC1)(CCCc1ccccc1)COCOCCO.CN(C)C=O

---

> Number 3 is which compound?

C29H48O24